1.
A structure of composition C53H48Br2N4O7PTi in a non-equilibrium geometry, computed with wB97M-V/def2-TZVPD.

Geometry as XYZ:
```
116
Properties=species:S:1:pos:R:3:forces:R:3
Ti 0.31672 -0.46011 0.88029 0.2 -1.3 -0.6
N 0.43150 -2.79058 0.85996 1.4 0.0 0.2
C 0.93089 -3.51199 2.05857 0.6 -0.7 -0.1
C -0.02086 -3.48581 3.21634 -0.9 0.4 0.8
C -0.14867 -2.11773 3.89199 0.9 -0.4 -0.2
N -0.62958 -1.14450 2.92514 0.0 -0.8 -1.3
H -0.46715 -3.17124 0.63281 -0.6 -0.1 -0.4
H 1.07185 -3.07522 0.10247 -0.6 0.5 0.2
H 1.94201 -3.13295 2.32273 -0.7 -0.1 -0.2
H 1.02693 -4.59096 1.82254 0.2 0.5 -0.2
H 0.29813 -4.25380 3.93216 -0.1 0.3 0.0
H -1.02333 -3.77933 2.87398 0.1 -0.2 -0.1
H 0.85370 -1.88662 4.25266 0.0 0.5 0.0
H -0.81678 -2.06656 4.73547 -0.2 -0.6 0.5
H -0.66524 -0.23209 3.31156 -0.1 1.1 0.6
H -1.57191 -1.42467 2.65346 0.2 0.1 0.2
C -0.90484 -5.09986 -5.90482 0.2 -0.2 0.3
C -0.61040 -5.60383 -4.64303 -0.5 0.5 0.7
C -0.68835 -4.70623 -3.55500 0.4 -2.2 0.6
C -1.05621 -3.40401 -3.69605 0.4 1.9 -0.1
C -1.33129 -2.90413 -4.97161 -0.3 -0.4 -0.6
C -1.25329 -3.75725 -6.06757 0.1 0.3 -0.5
P -0.92038 -2.26765 -2.24361 -1.3 0.0 0.1
C -1.76269 -0.75646 -2.91789 2.0 0.5 -0.2
C -3.08849 -0.47149 -2.74299 0.1 0.1 0.4
C -3.57486 0.76543 -3.10649 -3.0 0.5 -0.1
C -2.82743 1.73200 -3.74177 0.1 0.2 -0.7
C -1.50279 1.44510 -3.98737 0.3 -0.2 0.6
C -0.98439 0.24377 -3.53097 0.2 -0.1 -0.4
C 0.80952 -1.71766 -2.17656 0.5 0.4 -0.2
C 1.71976 -2.13276 -3.15631 -0.9 -1.0 0.1
C 3.07898 -1.95160 -3.01688 0.1 0.6 0.5
C 3.53794 -1.17800 -1.95124 -0.9 -0.7 0.4
C 2.63446 -0.70515 -0.99268 -0.6 -0.3 -1.7
C 1.25974 -0.94385 -1.08785 -0.2 -0.6 0.9
H -0.84964 -5.75972 -6.75512 0.0 0.0 -0.2
H -0.42407 -6.66964 -4.42930 0.1 0.7 -0.4
H -0.46866 -5.10156 -2.54311 -0.1 0.3 -0.6
H -1.65437 -1.87552 -5.12826 0.3 -0.2 0.1
H -1.41378 -3.35079 -7.08565 0.0 -0.4 0.8
H -3.70392 -1.19308 -2.26165 -0.7 -0.4 0.3
H -4.67942 0.94100 -2.94563 1.3 -0.1 -0.1
H -3.22066 2.65959 -4.15748 -0.3 -0.2 0.5
H -0.84712 2.18638 -4.42516 0.0 -0.1 -0.2
H 0.06432 0.10089 -3.71896 0.3 -0.3 0.2
H 1.30963 -2.80784 -3.91749 0.5 0.5 0.0
H 3.74581 -2.46278 -3.68131 0.4 0.0 -0.3
H 4.57582 -1.09394 -1.72061 0.7 0.2 -0.2
H 3.00904 -0.14394 -0.19170 0.6 0.7 1.1
C -1.16322 2.70746 4.06897 0.1 1.4 -1.3
C 0.31576 2.58977 4.00053 0.9 -1.1 -0.1
C 1.17554 3.57558 4.56326 -0.7 0.6 0.2
C 2.49856 3.30987 4.64293 -0.8 -0.2 0.3
C 2.99679 2.11868 4.15464 2.1 -0.8 -0.9
C 4.37326 1.73441 4.27051 -0.2 -1.6 -0.2
Br 5.53637 2.86616 5.19537 0.6 0.1 0.3
C 4.83706 0.50250 3.79917 0.9 0.9 0.6
C 4.00788 -0.28586 2.98806 -1.7 0.0 -0.8
Br 4.56128 -1.81784 1.97714 0.3 0.5 0.6
C 2.68281 0.09705 2.76200 -0.3 0.7 -0.1
O 1.86073 -0.52229 1.91863 0.7 0.1 0.4
C 2.16636 1.29006 3.42170 -0.8 -1.2 0.1
N 0.81600 1.48539 3.42380 -0.4 1.1 0.1
H -1.43782 3.63692 3.50781 -0.1 -0.6 0.4
H -1.58660 2.79919 5.04592 0.1 0.1 0.8
H -1.61603 1.88516 3.56118 -0.4 -0.5 -0.4
H 0.79716 4.52064 4.99678 0.0 -0.8 -0.4
H 3.16519 3.91068 5.17854 0.7 1.2 0.6
H 5.87812 0.16491 4.03960 -1.1 0.5 -0.4
C 6.10921 2.37135 1.24784 -0.9 0.0 -0.5
O 4.81016 2.92586 0.88103 1.2 -0.7 0.4
C 4.37982 2.68888 -0.37697 -1.5 -0.1 0.1
C 5.08178 2.14660 -1.44979 -1.2 -0.3 -0.3
C 4.32228 1.99803 -2.63610 0.9 0.0 0.6
C 3.00944 2.40818 -2.79073 0.6 -0.4 -1.3
C 2.32344 2.91091 -1.73291 0.1 0.8 2.2
C 2.98915 3.02959 -0.51547 0.8 -0.1 0.1
N 2.46552 3.74511 0.63512 0.9 -0.1 -0.8
C 1.25439 4.19278 0.85887 -0.5 0.4 0.2
C -0.00120 3.69133 0.41671 0.1 -0.4 0.1
C -1.05709 4.65090 0.43542 1.2 0.5 0.8
C -2.27306 4.40185 -0.06075 -1.1 -0.8 -0.8
C -2.49874 3.14710 -0.67221 0.6 0.2 0.3
C -1.52516 2.17848 -0.67611 -0.8 -1.5 -0.4
C -0.33051 2.34533 0.00389 1.1 0.0 0.3
O 0.45036 1.30015 0.28177 -0.2 1.7 -0.1
H 6.83164 2.81911 0.59025 0.6 0.2 0.0
H 6.13939 1.27834 1.11255 -0.3 0.3 0.1
H 6.24723 2.63656 2.28665 0.2 0.1 0.0
H 6.09528 1.72622 -1.38306 -0.6 0.5 0.0
H 4.81491 1.52152 -3.45664 0.2 -0.1 -0.5
H 2.56601 2.35133 -3.78264 -0.1 -0.1 0.3
H 1.33053 3.31002 -1.74195 -0.5 -0.1 -0.6
H 3.29426 4.10370 1.14089 -1.0 0.2 0.0
H 1.16035 5.18006 1.36744 0.5 -1.0 0.1
H -0.91364 5.61898 0.92303 0.4 -0.2 -0.2
H -3.02354 5.16111 0.03503 -0.4 0.0 -0.2
H -3.43135 2.82409 -1.08159 -0.6 0.4 -0.2
H -1.77149 1.16104 -1.08847 0.4 1.3 0.5
O -2.83838 0.98679 1.70865 0.2 -1.2 -0.1
C -2.71205 -0.09566 1.14032 0.2 1.3 -0.5
O -1.56369 -0.49880 0.61021 -0.1 0.0 0.2
C -3.84698 -0.98457 0.84397 -1.9 0.6 0.0
C -3.72944 -2.29655 0.50648 0.7 -2.2 -0.4
C -4.79834 -3.17866 0.23041 -0.7 -0.6 0.3
C -6.07471 -2.62169 0.29045 1.7 -0.7 -1.2
O -7.28085 -3.15959 0.02695 0.1 0.1 0.0
C -8.18342 -2.07885 0.29369 -1.3 -0.8 1.1
O -7.48853 -0.88206 0.32469 0.6 0.7 -0.5
C -6.18028 -1.25714 0.42698 -0.6 0.3 1.0
C -5.17033 -0.46523 0.82184 1.1 1.7 0.8
H -2.74924 -2.74891 0.43306 0.2 0.2 0.0
H -4.65598 -4.27392 0.01717 0.0 1.4 0.3
H -8.61051 -2.22366 1.30083 -0.1 -0.2 -0.3
H -8.94065 -2.05551 -0.46205 -0.4 0.0 -0.4
H -5.39741 0.54979 1.17870 0.3 -0.4 -0.5
```
Positions in Å, forces in eV/Å.

Properties
Charge: +1
DFT total energy: -248519.000 eV
Relative energy (zero: lowest compared OMol25 entry of this formula, charge and spin): 2.122 eV

2.
The ion C9H10N3O with charge +1 in a non-equilibrium geometry, computed with wB97M-V/def2-TZVPD.

Geometry as XYZ:
```
23
Properties=species:S:1:pos:R:3:forces:R:3
C 3.53269 -0.09335 0.00623 0.9 -0.2 -2.2
C 2.75460 -1.17200 -0.47587 -0.3 0.8 0.8
C 2.95500 1.00913 0.64218 -1.4 -1.5 -0.1
C 1.37150 -1.16740 -0.32756 -0.6 -0.9 -1.5
C 1.56135 1.01406 0.77853 -0.8 0.3 0.7
C 0.80277 -0.03786 0.25124 1.3 -1.4 -0.4
C -2.44299 -1.68935 0.53407 -0.7 0.2 -1.2
C -0.95170 1.05685 0.91873 -3.3 2.2 1.3
C -2.27545 1.61691 -1.00633 1.9 -0.7 -0.2
N -1.10252 -1.31002 0.45981 0.9 -0.8 0.6
N -0.63345 -0.15149 0.42248 1.2 -0.7 -0.2
N -3.26807 -1.02214 -0.15210 3.7 1.1 1.2
O -1.69035 1.89573 0.35915 1.0 -1.1 0.3
H 4.58556 -0.10141 -0.44719 -1.3 0.2 1.7
H 3.28832 -2.00345 -0.88556 0.0 -0.3 -0.5
H 3.50324 1.68984 1.23075 0.8 1.0 0.0
H 0.63038 -1.95149 -0.77421 2.0 1.3 1.0
H 0.96270 1.75008 1.37403 1.3 -0.5 -0.4
H -2.51415 -2.70898 0.95934 -0.4 0.7 0.1
H -1.32768 1.46255 -1.68868 -2.0 0.8 1.0
H -2.78190 2.58974 -1.04337 -0.3 -0.8 -1.2
H -2.78744 0.59131 -0.88389 0.1 2.0 -0.5
H -4.17239 -1.26725 -0.25181 -3.7 -1.7 -0.1
```
Positions in Å, forces in eV/Å.

Properties
Charge: +1
DFT total energy: -15999.024 eV
Relative energy (zero: lowest compared OMol25 entry of this formula, charge and spin): 7.145 eV

3.
The ion C4H12NO with charge +1 in a non-equilibrium geometry, computed with wB97M-V/def2-TZVPD.

Geometry as XYZ:
```
18
Properties=species:S:1:pos:R:3:forces:R:3
C -1.50950 -0.01730 -0.37221 1.1 -2.2 -2.4
O -2.19105 0.18520 0.80042 -2.1 -2.3 1.4
C -0.00521 -0.17374 0.00862 0.5 0.2 -0.2
C 1.16103 -0.32955 -1.09711 -2.8 -0.3 0.2
C 2.39121 -0.94206 -0.43669 -0.8 3.7 3.5
N 0.08814 1.10864 0.90224 4.5 1.6 -1.5
H -1.88817 -0.80660 -1.12916 0.6 0.4 1.9
H -1.74891 0.82175 -0.96501 0.7 1.6 -0.9
H -2.60757 -0.69278 1.00388 0.2 1.4 0.3
H 0.20110 -0.95260 0.80630 -0.8 0.5 -1.2
H 0.73472 -0.80234 -2.06058 0.5 -0.7 2.0
H 1.33171 0.58302 -1.65839 0.6 0.9 0.8
H 2.81222 -0.25611 0.49721 -1.1 -0.8 -2.4
H 2.37051 -1.80256 0.16752 -0.7 -1.8 -0.4
H 3.11677 -0.85699 -1.12928 2.9 -0.5 -2.0
H -0.59688 0.98232 1.64138 0.2 0.1 0.6
H -0.21708 1.92707 0.33793 0.0 -0.6 0.4
H 1.17782 1.38964 1.15350 -3.6 -1.3 -0.1
```
Positions in Å, forces in eV/Å.

Properties
Charge: +1
Structure (SMILES): CC[C@@H]([NH3+])CO
DFT total energy: -7871.626 eV
Relative energy (zero: lowest compared OMol25 entry of this formula, charge and spin): 2.665 eV

LUMO level: -3.537; -5.942; -3.406 (eV)